One molecule with the formula C28H28N4O5S. Source: the OMol25 dataset; level of theory: the ωB97M-V functional and the def2-TZVPD basis.

Total energy (hartree): -2077.22586
HOMO-LUMO gap (eV): 7.64
HOMO energy (eV): -8.06

Cartesian coordinates (Å):
C1 -8.41 0.02 -2.70
C2 -7.11 -0.35 -2.04
C3 -6.34 0.61 -1.39
C4 -5.14 0.28 -0.80
C5 -4.68 -1.03 -0.86
N1 -3.47 -1.40 -0.27
N2 -3.10 -2.70 -0.23
C6 -1.94 -2.81 0.36
C7 -1.27 -4.12 0.53
C8 -1.48 -1.52 0.76
C9 -0.38 -0.93 1.38
C10 0.73 -1.74 1.95
O1 0.61 -2.80 2.51
O2 1.91 -1.11 1.78
C11 3.08 -1.76 2.27
C12 4.09 -1.99 1.14
O3 4.44 -3.12 0.84
N3 4.56 -0.89 0.52
C13 4.21 0.46 0.91
C14 5.51 -1.07 -0.57
C15 6.91 -0.54 -0.17
C16 7.62 0.01 -1.39
S1 6.25 0.92 -2.16
O4 5.93 2.06 -1.35
O5 6.45 1.14 -3.57
C17 5.04 -0.40 -1.86
C18 -0.37 0.44 1.51
C19 -1.45 1.22 1.04
C20 -1.46 2.68 1.17
C21 -0.80 3.33 2.21
C22 -0.84 4.71 2.31
C23 -1.52 5.46 1.37
C24 -2.19 4.82 0.33
C25 -2.16 3.44 0.24
N4 -2.50 0.69 0.44
C26 -2.51 -0.63 0.31
C27 -5.44 -2.00 -1.51
C28 -6.64 -1.65 -2.09
H1 -8.83 0.92 -2.26
H2 -9.13 -0.78 -2.60
H3 -8.25 0.20 -3.76
H4 -6.70 1.63 -1.34
H5 -4.55 1.03 -0.29
H6 -0.99 -4.27 1.56
H7 -0.36 -4.16 -0.07
H8 -1.95 -4.91 0.20
H9 2.81 -2.74 2.68
H10 3.52 -1.13 3.05
H11 4.69 1.17 0.23
H12 4.55 0.67 1.93
H13 3.13 0.61 0.86
H14 5.57 -2.16 -0.71
H15 6.79 0.28 0.54
H16 7.48 -1.33 0.32
H17 8.44 0.67 -1.16
H18 7.93 -0.76 -2.09
H19 5.08 -1.06 -2.72
H20 4.04 0.02 -1.77
H21 0.47 0.93 1.98
H22 -0.28 2.76 2.97
H23 -0.33 5.20 3.13
H24 -1.55 6.54 1.45
H25 -2.73 5.40 -0.40
H26 -2.67 2.94 -0.57
H27 -5.07 -3.01 -1.54
H28 -7.23 -2.41 -2.59

Table of natural (NBO) atomic charges, one value per atom, all in e: -0.63 -0.03 -0.20 -0.25 0.20 -0.21 -0.23 0.19 -0.65 -0.16 0.00 0.77 -0.57 -0.51 -0.18 0.66 -0.61 -0.43 -0.45 -0.06 -0.43 -0.65 2.17 -0.96 -0.93 -0.68 -0.26 0.20 0.00 -0.22 -0.21 -0.21 -0.20 -0.20 -0.44 0.36 -0.23 -0.20 0.21 0.22 0.22 0.21 0.25 0.25 0.22 0.23 0.25 0.20 0.25 0.20 0.22 0.27 0.22 0.24 0.26 0.24 0.26 0.26 0.23 0.21 0.21 0.21 0.21 0.23 0.24 0.21

---

C28H28NO5RuS2 as an isolated structure. Source: the OMol25 dataset; level of theory: the ωB97M-V functional and the def2-TZVPD basis.

<S²>: 8.76
Total energy (hartree): -2405.99972
Net charge: -2
HOMO-LUMO gap (alpha / beta) (eV): 5.94 / 6.57
2S+1: 6
HOMO energy (alpha / beta) (eV): -1.33 / -1.97

Cartesian coordinates (Å):
Ru1 -0.90 -0.26 -0.13
O1 -4.12 -3.20 0.05
C1 -2.96 -2.80 -0.06
O2 -2.60 -1.62 -0.38
C2 -1.84 -3.82 0.05
C3 -2.08 -5.08 -0.50
C4 -1.13 -6.08 -0.48
C5 0.09 -5.83 0.14
C6 0.34 -4.59 0.71
C7 -0.62 -3.56 0.68
S1 -0.23 -2.05 1.50
H1 -3.06 -5.24 -0.95
H2 -1.33 -7.04 -0.93
H3 0.86 -6.60 0.18
H4 1.28 -4.39 1.20
O3 1.26 3.06 -2.18
C8 0.73 1.94 -2.11
O4 -0.14 1.61 -1.24
C9 1.23 0.87 -3.08
C10 2.40 1.18 -3.77
C11 2.98 0.32 -4.68
C12 2.35 -0.90 -4.94
C13 1.20 -1.22 -4.26
C14 0.61 -0.37 -3.31
S2 -0.83 -1.00 -2.53
H5 2.84 2.15 -3.55
H6 3.90 0.59 -5.19
H7 2.77 -1.59 -5.65
H8 0.71 -2.18 -4.44
O5 0.28 0.69 2.60
C15 1.65 0.84 2.90
C16 2.34 1.98 2.16
C17 2.12 1.96 0.65
C18 2.62 0.72 -0.02
C19 3.95 0.63 -0.44
C20 4.39 -0.52 -1.07
C21 3.50 -1.56 -1.25
C22 2.20 -1.40 -0.80
N1 1.77 -0.29 -0.22
H9 -0.16 1.53 2.39
H10 2.10 -0.12 2.64
H11 1.79 0.99 3.98
H12 3.41 1.93 2.39
H13 1.98 2.94 2.54
H14 2.61 2.83 0.20
H15 1.05 2.07 0.41
H16 4.61 1.48 -0.29
H17 5.41 -0.59 -1.43
H18 3.79 -2.48 -1.76
H19 1.46 -2.18 -0.93
C23 -2.80 3.69 3.28
C24 -3.65 2.95 2.24
C25 -4.27 3.97 1.27
C26 -4.77 2.18 2.95
C27 -2.80 2.00 1.50
C28 -2.13 1.20 0.88
H20 -3.42 4.40 3.85
H21 -2.00 4.25 2.79
H22 -2.35 2.98 3.98
H23 -4.89 4.68 1.81
H24 -4.87 3.46 0.52
H25 -3.48 4.51 0.74
H26 -5.42 2.88 3.50
H27 -4.35 1.46 3.65
H28 -5.38 1.63 2.23

Table of natural (NBO) atomic charges, one value per atom, all in e: 1.43 -0.70 0.77 -0.75 -0.08 -0.20 -0.27 -0.23 -0.25 -0.17 -0.30 0.22 0.19 0.19 0.20 -0.74 0.78 -0.77 -0.23 -0.12 -0.30 -0.22 -0.26 -0.12 -0.24 0.22 0.19 0.19 0.21 -0.72 -0.06 -0.41 -0.48 0.24 -0.23 -0.18 -0.28 0.08 -0.47 0.49 0.19 0.14 0.19 0.19 0.22 0.28 0.20 0.20 0.21 0.23 -0.59 -0.16 -0.59 -0.59 -0.10 -0.45 0.18 0.21 0.21 0.18 0.22 0.22 0.18 0.21 0.22